[1]
ORCA calculation (wB97M-V/def2-TZVPD) on a cluster of 2 separate species, C6H8N2OS in total at a distorted geometry.

Calculated values
Energy relative to the best compared isomer or geometry (same formula, charge and spin) (eV): 6.364
Strongest force on any atom (eV Å⁻¹): 3.59
HOMO energy (alpha / beta) (eV): -9.45 / -8.02
Gap between HOMO and LUMO (alpha / beta) (Eh): 0.3206 / 0.2679
Multiplicity: 1
Total energy (eV): -22208.6060

Element x y z (Å)
C1 0.290 3.953 0.935
C2 0.711 3.242 2.034
C3 0.430 3.055 -0.108
C4 -0.527 -2.642 -1.004
C5 -0.314 -1.375 -0.703
C6 -1.665 -3.265 -1.763
N1 0.770 1.897 0.277
N2 1.140 2.034 1.525
O1 2.009 -2.078 0.189
S1 1.117 -0.890 0.270
H1 -0.114 4.897 1.019
H2 0.683 3.622 3.081
H3 0.395 -3.203 -0.955
H4 -0.832 -0.461 -0.861
H5 -2.557 -3.122 -1.165
H6 -1.662 -2.609 -2.609
H7 -1.520 -4.272 -2.118
H8 1.646 1.217 1.957


[2]
ORCA calculation (wB97M-V/def2-TZVPD) on a structure of composition C34H22N10OPt.

Calculated values
Strongest force on any atom (eV Å⁻¹): 0.44
HOMO energy (alpha / beta) (eV): -6.50 / -6.50
Gap between HOMO and LUMO (alpha / beta) (Eh): 0.1884 / 0.1884
Multiplicity: 1
Total energy (eV): -55815.9905

Element x y z (Å)
Pt1 0.265 0.699 0.190
C1 -0.387 -3.980 4.753
C2 1.013 -3.912 4.804
C3 1.717 -3.033 4.000
C4 0.985 -2.220 3.146
C5 1.390 -1.199 2.182
N1 2.649 -0.881 1.939
C6 3.024 0.022 1.065
C7 4.422 0.358 0.792
C8 5.609 -0.123 1.323
C9 6.789 0.424 0.846
C10 6.780 1.424 -0.134
C11 5.591 1.903 -0.659
C12 4.413 1.352 -0.178
C13 3.009 1.621 -0.493
N2 2.617 2.531 -1.356
C14 1.352 2.761 -1.658
N3 0.258 2.088 -1.227
C15 -0.873 2.627 -1.778
N4 -2.110 2.219 -1.633
C16 -2.482 1.250 -0.813
N5 -1.711 0.569 0.078
C17 -2.470 -0.326 0.767
N6 -2.079 -1.175 1.698
C18 -0.833 -1.325 2.085
N7 0.277 -0.697 1.597
C19 -0.403 -2.294 3.087
C20 -1.113 -3.174 3.893
C21 -3.841 -0.222 0.290
C22 -5.005 -0.890 0.656
C23 -6.172 -0.545 -0.001
C24 -6.180 0.443 -0.999
C25 -5.023 1.108 -1.359
C26 -3.849 0.759 -0.698
C27 -0.472 3.735 -2.641
C28 -1.208 4.622 -3.414
C29 -0.507 5.588 -4.116
C30 0.891 5.665 -4.048
C31 1.621 4.781 -3.274
C32 0.914 3.816 -2.569
N8 2.238 0.804 0.272
H1 -0.906 -4.673 5.402
H2 1.548 -4.560 5.487
H3 2.797 -2.975 4.026
H4 5.605 -0.895 2.080
H5 7.736 0.074 1.234
H6 7.721 1.828 -0.486
H7 5.572 2.674 -1.417
H8 -2.193 -3.220 3.848
H9 -4.991 -1.647 1.428
H10 -7.098 -1.041 0.259
H11 -7.112 0.688 -1.490
H12 -5.018 1.870 -2.126
H13 -2.286 4.557 -3.457
H14 -1.046 6.301 -4.726
H15 1.405 6.433 -4.612
H16 2.699 4.834 -3.212
C33 -1.938 -4.543 -0.191
N9 -0.725 -3.782 -0.374
C34 -0.605 -2.645 -1.117
N10 -1.727 -2.267 -1.821
O1 0.434 -2.007 -1.166
H17 -1.685 -5.511 0.236
H18 -2.425 -4.728 -1.149
H19 -2.649 -4.049 0.481
H20 0.084 -3.988 0.186
H21 -2.641 -2.549 -1.510
H22 -1.663 -1.351 -2.231


[3]
ORCA calculation (wB97M-V/def2-TZVPD) on an isolated molecule of C9H7N3OS3 at a distorted geometry.

Calculated values
Energy relative to the best compared isomer or geometry (same formula, charge and spin) (eV): 0.000
SMILES: O=C1CS[C@@H](c2cccs2)N1c1nncs1
Strongest force on any atom (eV Å⁻¹): 3.80
HOMO energy (eV): -8.84
Gap between HOMO and LUMO (Eh): 0.3426
Multiplicity: 1
Total energy (eV): -48468.9349

Element x y z (Å)
O1 2.817 -0.524 -0.963
C1 2.030 0.222 -0.393
C2 2.179 1.711 -0.460
S1 0.923 2.428 0.716
C3 0.017 0.821 0.711
C4 -1.094 0.769 -0.322
C5 -1.541 1.851 -1.100
C6 -2.726 1.400 -1.818
C7 -3.136 0.103 -1.571
S2 -2.125 -0.718 -0.407
N1 0.965 -0.186 0.375
C8 0.904 -1.451 0.996
N2 -0.118 -1.758 1.794
N3 -0.020 -2.961 2.440
C9 1.080 -3.584 2.115
S3 2.044 -2.748 0.957
H1 1.969 2.054 -1.468
H2 3.250 1.975 -0.221
H3 -0.427 0.646 1.695
H4 -1.098 2.835 -1.102
H5 -3.209 2.033 -2.551
H6 -4.025 -0.370 -1.963
H7 1.341 -4.549 2.541


[4]
ORCA calculation (wB97M-V/def2-TZVPD) on the ion C6H11O with charge +1 at a distorted geometry.

Calculated values
Energy relative to the best compared isomer or geometry (same formula, charge and spin) (eV): 1.034
Strongest force on any atom (eV Å⁻¹): 5.49
HOMO energy (eV): -16.05
Charge: +1
Gap between HOMO and LUMO (Eh): 0.4076
Multiplicity: 1
Total energy (eV): -8438.4417

Element x y z (Å)
C1 0.693 0.864 0.663
C2 -0.836 0.930 0.520
C3 2.841 -0.626 0.202
C4 1.025 -0.440 0.105
C5 -1.220 -0.480 0.445
C6 -2.432 -0.915 -0.299
O1 -0.045 -1.152 -0.069
H1 1.282 1.740 0.212
H2 1.110 0.791 1.678
H3 -1.255 1.432 1.347
H4 -1.250 1.392 -0.454
H5 3.009 -0.129 1.097
H6 2.918 -1.708 0.204
H7 3.328 -0.187 -0.705
H8 -1.323 -0.978 1.417
H9 -3.116 -0.242 0.306
H10 -2.799 -1.975 -0.112
H11 -2.641 -0.493 -1.281


[5]
ORCA calculation (wB97M-V/def2-TZVPD) on a structure of composition C13H25CeCl3O2Si at a distorted geometry.

Calculated values
Energy relative to the best compared isomer or geometry (same formula, charge and spin) (eV): 1.459
Strongest force on any atom (eV Å⁻¹): 4.24
HOMO energy (eV): 0.07
Charge: -2
Gap between HOMO and LUMO (Eh): 0.1648
Multiplicity: 1
Total energy (eV): -76361.8389

Element x y z (Å)
C1 -0.540 0.791 -2.487
C2 -1.378 -0.348 -2.292
C3 -0.543 -1.486 -2.101
C4 -2.873 -0.364 -2.401
C5 0.820 -1.061 -2.193
C6 0.823 0.354 -2.435
C7 2.034 1.235 -2.544
C8 -1.042 2.166 -2.805
C9 -1.049 -2.891 -1.963
C10 2.026 -1.941 -2.029
Ce1 0.014 0.030 -0.064
Cl1 -2.448 0.165 0.714
Cl2 0.132 2.558 0.164
Cl3 0.117 -2.428 0.921
H1 -3.300 0.594 -2.082
H2 -3.302 -1.157 -1.778
H3 -3.162 -0.546 -3.448
H4 -1.915 -2.949 -1.292
H5 -0.266 -3.546 -1.574
H6 -1.352 -3.238 -2.960
H7 1.853 -2.760 -1.320
H8 2.902 -1.367 -1.704
H9 2.224 -2.361 -3.020
H10 2.886 0.839 -1.975
H11 1.840 2.260 -2.205
H12 2.293 1.248 -3.609
H13 -1.915 2.432 -2.197
H14 -1.333 2.173 -3.864
H15 -0.260 2.911 -2.638
O1 2.810 4.279 0.113
H16 3.769 4.288 0.302
C11 1.528 -0.881 4.175
Si1 0.000 0.000 3.600
C12 -1.525 -0.882 4.178
C13 -0.001 1.766 4.171
O2 0.124 0.110 1.992
H17 1.535 -0.879 5.265
H18 2.426 -0.369 3.808
H19 1.536 -1.915 3.812
H20 -1.523 -0.886 5.272
H21 -2.427 -0.373 3.820
H22 -1.534 -1.915 3.814
H23 0.889 2.288 3.799
H24 -0.893 2.285 3.801
H25 -0.001 1.774 5.260


[6]
ORCA calculation (wB97M-V/def2-TZVPD) on a structure of composition C4H3NS at a distorted geometry.

Calculated values
Energy relative to the best compared isomer or geometry (same formula, charge and spin) (eV): 3.429
Strongest force on any atom (eV Å⁻¹): 4.50
HOMO energy (eV): -9.54
Gap between HOMO and LUMO (Eh): 0.3231
Multiplicity: 1
Total energy (eV): -16516.8210

Element x y z (Å)
C1 -3.331 -1.014 0.011
C2 -4.234 -0.081 0.104
C3 -1.431 -0.314 -0.008
C4 0.018 -0.043 0.068
N1 -2.081 -1.410 -0.117
S1 -2.737 1.077 -0.018
H1 0.304 -0.062 1.019
H2 0.115 0.961 -0.188
H3 0.487 -0.722 -0.651


[7]
ORCA calculation (wB97M-V/def2-TZVPD) on an isolated molecule of C6H8S2 at a distorted geometry.

Calculated values
Energy relative to the best compared isomer or geometry (same formula, charge and spin) (eV): 4.520
SMILES: S=C1[C@H]2CC[C@]1(S)C2
Strongest force on any atom (eV Å⁻¹): 5.61
HOMO energy (eV): -8.62
Gap between HOMO and LUMO (Eh): 0.3057
Multiplicity: 1
Total energy (eV): -28017.5224

Element x y z (Å)
S1 1.020 2.841 -0.087
C1 0.338 1.347 0.353
C2 -1.021 0.624 0.661
C3 -1.448 0.122 -0.784
C4 0.045 -0.462 -1.102
C5 1.001 0.030 0.088
S2 2.760 -0.169 -0.121
C6 -0.040 -0.508 1.152
H1 -1.686 1.104 1.231
H2 -1.587 1.063 -1.504
H3 -2.323 -0.543 -0.363
H4 0.457 -0.116 -1.996
H5 -0.064 -1.553 -1.252
H6 2.736 -1.635 0.691
H7 -0.470 -1.612 0.801
H8 0.282 -0.532 2.231


[8]
ORCA calculation (wB97M-V/def2-TZVPD) on an isolated molecule of C6H3F3O at a distorted geometry.

Calculated values
Energy relative to the best compared isomer or geometry (same formula, charge and spin) (eV): 1.182
SMILES: O=C(F)[C@H]1C=CC(F)=C1F
Strongest force on any atom (eV Å⁻¹): 5.29
HOMO energy (eV): -9.24
Gap between HOMO and LUMO (Eh): 0.3603
Multiplicity: 1
Total energy (eV): -16466.9018

Element x y z (Å)
O1 -2.913 -0.260 -0.842
C1 -2.176 -0.559 0.040
F1 -2.567 -0.682 1.321
C2 -0.498 -0.457 -0.270
C3 -0.205 0.960 -0.021
C4 1.063 1.161 0.282
C5 1.854 -0.045 0.177
F2 3.192 0.052 0.170
C6 1.094 -1.132 0.067
F3 1.239 -2.400 -0.025
H1 -0.618 -0.431 -1.391
H2 -0.941 1.590 0.200
H3 1.475 2.203 0.292